No. 1
Below is one molecule with the formula C6H10N2O in a non-equilibrium geometry, with properties calculated with wB97M-V/def2-TZVPD.

## Properties
Lowest unoccupied orbital energy (eV): 0.88
Net charge: 0
HOMO (hartree): -0.3228
Frontier orbital gap (eV): 9.7

Last column: natural (NBO) charge in e.
Cartesian coordinates (Å):
C1 1.4780 -1.1193 1.5009  -0.36
C2 0.2638 -1.2605 1.0507  -0.02
C3 0.4452 -1.3514 -1.2173  0.29
C4 -0.9502 0.5285 -0.1950  -0.07
C5 -1.2575 1.5136 0.9623  -0.06
C6 -0.2883 1.7421 -0.8489  -0.06
H1 1.8957 -1.7902 2.2417  0.21
H2 2.1585 -0.4702 0.9343  0.20
H3 -0.4807 -1.8158 1.5777  0.18
H4 0.1870 -0.9215 -2.3152  0.15
H5 1.4818 -2.4951 -2.0586  0.34
H6 -1.8875 0.3650 -0.7393  0.20
H7 -0.4676 1.4367 1.7348  0.18
H8 -2.2853 1.5244 1.4716  0.19
H9 0.7265 1.7352 -0.9406  0.18
H10 -0.6672 2.1136 -1.8799  0.17
N1 -0.1428 -0.7190 -0.1534  -0.49
N2 1.3024 -2.2804 -1.1026  -0.71
O1 -0.8655 2.6243 0.1562  -0.53


No. 2
Below is one molecule with the formula C16H13BrF3IN2O4 in a non-equilibrium geometry, with properties calculated with wB97M-V/def2-TZVPD.

## Properties
Lowest unoccupied orbital energy (eV): -0.31
Net charge: 0
HOMO (hartree): -0.2844
Frontier orbital gap (eV): 7.4

Last column: natural (NBO) charge in e.
Cartesian coordinates (Å):
O1 -0.1215 1.3916 0.1315  -0.54
C1 0.5358 0.9176 -0.6018  0.68
N1 1.7508 0.6575 -0.3751  -0.40
H1 2.5009 0.3095 -1.1523  0.42
O2 2.6624 1.6969 0.4815  -0.34
C2 3.2428 0.8867 1.4691  -0.10
C3 2.3348 0.0937 2.4041  0.00
O3 0.9466 1.0618 2.6741  -0.80
H2 0.5759 1.3162 1.7801  0.48
C4 1.9400 -1.2338 2.1077  -0.13
O4 0.9581 -1.9876 2.8838  -0.69
H3 1.3351 -1.6267 3.7754  0.47
H4 3.0259 -1.6064 1.9971  0.18
H5 1.2735 -1.3304 1.1091  0.21
H6 2.6449 0.3154 3.4845  0.23
H7 3.9848 0.1026 1.1097  0.17
H8 3.7631 1.7356 2.0651  0.23
C5 0.1125 0.5004 -2.1273  -0.16
C6 0.7537 0.5739 -3.1090  -0.20
C7 0.4005 0.3049 -4.5419  -0.22
C8 -0.9605 0.4309 -4.7376  0.30
C9 -1.8476 0.2022 -3.7879  0.24
C10 -1.4536 0.3583 -2.3388  0.26
N2 -2.3073 0.2608 -1.4205  -0.58
C11 -2.4176 0.1500 -0.0226  0.22
C12 -2.9997 0.5087 1.0777  -0.26
C13 -2.7170 0.0708 2.3488  -0.31
C14 -2.2597 -1.0527 2.5816  -0.04
C15 -1.2998 -1.7687 1.4964  -0.29
C16 -1.3815 -1.2366 0.3358  0.39
F1 -0.8116 -1.7407 -0.6727  -0.31
H9 -0.7536 -2.4106 1.7837  0.20
I1 -1.9881 -1.8022 4.5642  0.13
H10 -3.3338 0.5705 3.0889  0.23
H11 -3.5081 1.3855 0.7567  0.22
H12 -3.4354 0.5984 -1.6321  0.43
F2 -3.1892 0.4321 -3.7795  -0.32
F3 -1.4034 -0.0205 -5.9966  -0.33
Br1 1.5755 0.3839 -5.9830  0.13
H13 1.8715 0.6003 -3.2279  0.22


No. 3
Below is a 7-piece molecular cluster, C6H28NO7 overall in a non-equilibrium geometry, with properties calculated with wB97M-V/def2-TZVPD.

## Properties
Lowest unoccupied orbital energy (eV): -2.71
Net charge: +1
HOMO (hartree): -0.4998
Frontier orbital gap (eV): 10.9

Last column: natural (NBO) charge in e.
Cartesian coordinates (Å):
C1 1.8224 1.5040 0.3607  -0.08
O1 2.5659 0.7023 -0.5583  -0.72
C2 0.4337 0.7910 0.3999  -0.08
C3 -0.1899 0.7498 1.8057  -0.42
C4 0.2743 -0.3635 2.7594  -0.40
C5 0.3328 -1.7091 1.9585  -0.42
C6 -0.1123 -2.8878 2.7940  -0.62
N1 -0.6381 1.5666 -0.3846  -0.71
H1 1.5397 2.5449 0.1411  0.18
H2 2.3857 1.5187 1.2939  0.21
H3 2.3717 0.8943 -1.4834  0.48
H4 0.6466 -0.2096 0.0131  0.25
H5 -1.2833 0.6924 1.6215  0.20
H6 -0.2034 1.7322 2.3061  0.23
H7 -0.6172 -0.4356 3.3965  0.22
H8 1.2268 -0.1044 3.2395  0.22
H9 -0.3221 -1.6359 1.0892  0.19
H10 1.4167 -1.8386 1.7830  0.21
H11 0.4718 -3.3949 3.5461  0.23
H12 -0.9786 -2.5861 3.3681  0.21
H13 -0.2957 -3.7901 2.1565  0.21
H14 -0.9922 2.3655 0.1457  0.46
H15 -0.2939 1.9288 -1.2767  0.45
H16 -1.3205 0.8984 -0.7467  0.47
H17 2.6584 2.5822 -2.8380  0.49
H18 1.3535 3.3459 -3.3330  0.50
O2 1.7260 2.7125 -2.7242  -0.99
H19 0.2909 4.6933 1.0819  0.49
H20 -0.8835 4.5683 0.2512  0.47
O3 -0.5026 4.1453 1.0306  -0.95
H21 -2.2666 -0.1596 -2.3958  0.51
H22 -1.4841 0.5379 -3.5055  0.50
O4 -1.8034 0.6725 -2.6068  -1.01
H23 -0.1133 -2.6256 -2.2081  0.50
H24 -0.7079 -1.3625 -1.8847  0.45
O5 -0.9120 -2.1096 -2.4623  -0.97
H25 1.4783 -4.0589 -2.0582  0.49
H26 1.7273 -3.4912 -0.7243  0.49
O6 1.3763 -3.2195 -1.5842  -0.95
H27 -2.7379 -2.0965 -1.5912  0.51
H28 -4.1022 -1.6970 -0.8523  0.50
O7 -3.3384 -1.3707 -1.3238  -1.01


No. 4
Below is one molecule with the formula C2H3N in a non-equilibrium geometry, with properties calculated with wB97M-V/def2-TZVPD.

## Properties
Lowest unoccupied orbital energy (eV): 0.75
Net charge: 0
HOMO (hartree): -0.4084
Frontier orbital gap (eV): 11.9

Last column: natural (NBO) charge in e.
Cartesian coordinates (Å):
C1 -0.4449 0.1636 -0.2457  -0.74
C2 0.8461 -0.0432 0.2304  0.28
H1 -0.4518 -0.1322 -1.3219  0.27
H2 -0.8556 -0.5949 0.3842  0.27
H3 -0.9400 1.0387 0.1637  0.27
N1 1.8462 -0.4319 0.7893  -0.33


No. 5
Below is C4H11NOS as an isolated structure in a non-equilibrium geometry, with properties calculated with wB97M-V/def2-TZVPD.

## Properties
Lowest unoccupied orbital energy (alpha / beta) (eV): -0.36 / -0.18
Net charge: 0
HOMO (alpha / beta) (hartree): -0.2956 / -0.2855
Frontier orbital gap (alpha / beta) (eV): 7.7 / 7.6

Last column: natural (NBO) charge in e.
Cartesian coordinates (Å):
C1 0.8404 0.9784 -1.9398  -0.53
C2 2.2671 1.4050 -2.2747  -0.65
C3 -2.3009 0.5207 0.6696  -0.47
C4 -0.5549 -0.1641 2.2627  -0.47
N1 -1.0292 0.6701 1.2756  -0.44
O1 1.5549 -0.4948 0.0416  -0.95
S1 0.4243 0.2441 -0.4720  1.42
H1 0.0928 1.5762 -2.3332  0.20
H2 2.4220 1.2090 -3.4309  0.23
H3 2.9787 0.6353 -1.8549  0.24
H4 2.5727 2.3742 -2.0614  0.22
H5 -2.4238 -0.4359 0.2666  0.17
H6 -3.0043 0.4352 1.4899  0.21
H7 -2.4196 1.4443 0.0487  0.21
H8 -0.2461 -1.2200 1.9991  0.18
H9 0.3984 0.3253 2.5681  0.22
H10 -1.3194 -0.2637 3.1489  0.20
H11 -0.4958 -0.7361 -0.8860  0.02


No. 6
Below is C9H8Cl3F5NO5SSrTe as an isolated structure in a non-equilibrium geometry, with properties calculated with wB97M-V/def2-TZVPD.

## Properties
Lowest unoccupied orbital energy (eV): 2.00
Net charge: -1
HOMO (hartree): -0.2220
Frontier orbital gap (eV): 8.0

Last column: natural (NBO) charge in e.
Cartesian coordinates (Å):
Sr1 -0.3661 -0.5232 0.0613  1.85
C1 1.3207 2.4442 2.2652  -0.66
C2 -0.0857 2.2529 1.7628  0.04
C3 -0.9754 1.4377 2.4657  -0.29
C4 -2.2578 1.2001 1.9850  -0.25
C5 -2.6716 1.7649 0.7822  -0.23
C6 -1.7962 2.5741 0.0738  -0.19
C7 -0.5191 2.8211 0.5683  -0.24
H1 1.9214 1.5516 2.0737  0.25
H2 1.3313 2.6148 3.3423  0.22
H3 1.8013 3.2905 1.7762  0.21
H4 -0.6466 0.9712 3.3877  0.22
H5 -2.9283 0.5565 2.5420  0.22
H6 -3.6479 1.5360 0.3782  0.24
H7 -2.0830 2.9624 -0.8934  0.25
H8 0.1660 3.4275 -0.0113  0.22
Cl1 3.0088 -3.6839 2.8345  0.02
C8 3.0941 -3.3225 1.1034  -0.17
Cl2 2.7791 -4.8124 0.2018  0.04
Cl3 4.7452 -2.7444 0.7282  0.00
C9 2.0944 -2.2020 0.7726  0.37
N1 1.4824 -1.4360 1.4734  -0.78
F1 -0.2928 0.9376 -1.8246  -0.72
Te1 -1.5294 -0.2392 -2.9671  3.37
F2 -0.4435 0.2263 -4.3840  -0.58
F3 -3.0528 -0.4192 -4.0574  -0.64
F4 -2.1706 1.5524 -3.0868  -0.65
F5 -1.3299 -2.0083 -3.5552  -0.61
O1 -2.3141 -0.6371 -1.3962  -1.21
O2 1.4840 -3.5186 -2.6159  -0.93
S1 1.0246 -2.4870 -1.7484  2.59
O3 2.2049 -2.1240 -0.7438  -0.84
O4 0.7775 -1.1724 -2.4061  -1.05
O5 -0.1250 -2.7915 -0.8883  -1.07


Computed total energy (eV) in order:
-11408.118; -114251.964; -22492.347; -3611.579; -18693.036; -91314.377
Computed energy above the lowest of the compared OMol25 structures with the same formula, charge and spin (kcal/mol) in order:
91.5; 335.8; 59.5; 18.0; 158.7; 29.1